Record 1
Computed, not measured: a 5-piece molecular cluster, C55H99I2N7O8S overall at a distorted geometry, with the ωB97M-V functional and the def2-TZVPD basis.

Positions of all 172 atoms, in Å:
C (3.5438, -0.6749, 3.2481)
C (4.2431, -1.2002, 1.9606)
C (3.7730, -0.4461, 0.6966)
C (4.5515, 0.8763, 0.4368)
C (3.7553, 2.1550, 0.7706)
C (2.7886, 2.5606, -0.3569)
C (1.9574, 3.8214, -0.0223)
C (0.4551, 3.7022, -0.3863)
C (-0.1758, 5.0798, -0.7632)
C (-0.4045, 5.9261, 0.5163)
C (-1.7978, 6.5648, 0.6196)
C (-2.2414, 6.8088, 2.0955)
C (-2.3361, 5.4180, 2.7357)
C (-3.4354, 4.6546, 2.3645)
C (-3.5377, 3.3745, 2.8742)
C (-2.5837, 2.8775, 3.7323)
C (-1.5110, 3.6324, 4.1282)
C (-1.4079, 4.9157, 3.6165)
I (0.2857, 6.0175, 4.2473)
S (-2.8290, 1.1934, 4.2756)
C (-3.4313, 0.4853, 2.7499)
C (-4.2940, 1.2946, 2.0272)
C (-4.7769, 0.8319, 0.8283)
C (-4.4145, -0.4076, 0.3132)
C (-4.9957, -0.7399, -1.0289)
C (-4.2812, -1.3091, -2.0810)
C (-4.9457, -1.5320, -3.2695)
N (-6.2183, -1.2548, -3.5175)
C (-6.8647, -0.6921, -2.5041)
C (-6.3418, -0.4245, -1.2600)
C (-3.5663, -1.2226, 1.0616)
C (-3.1552, -2.6043, 0.5571)
N (-4.2111, -3.6163, 0.9064)
C (-3.9710, -4.3177, 2.1871)
C (-3.0631, -0.7612, 2.2896)
I (-1.7383, -1.8550, 3.5170)
N (-4.6574, 2.5853, 2.4790)
H (4.2405, -0.6342, 4.0936)
H (2.7099, -1.3357, 3.5132)
H (3.1177, 0.3183, 3.0680)
H (3.9679, -2.2589, 1.8641)
H (5.3354, -1.1706, 2.0722)
H (2.7079, -0.1946, 0.7954)
H (3.9111, -1.1317, -0.1503)
H (5.4999, 0.8456, 0.9907)
H (4.8079, 0.9087, -0.6331)
H (3.2473, 2.0436, 1.7387)
H (4.4965, 2.9589, 0.8989)
H (3.4126, 2.7749, -1.2365)
H (2.1719, 1.6808, -0.5982)
H (2.0764, 4.0426, 1.0482)
H (2.3771, 4.6587, -0.5981)
H (0.3805, 2.9777, -1.2063)
H (-0.1019, 3.3165, 0.4823)
H (-1.1062, 4.8467, -1.2976)
H (0.5334, 5.5571, -1.4523)
H (-0.1426, 5.2859, 1.3634)
H (0.3435, 6.7333, 0.5000)
H (-2.5278, 5.8829, 0.1573)
H (-1.8382, 7.4831, 0.0182)
H (-3.2653, 7.1979, 2.0709)
H (-1.5368, 7.4518, 2.6239)
H (-4.1943, 5.0134, 1.6736)
H (-0.7731, 3.2052, 4.7996)
H (-5.4595, 1.4854, 0.2854)
H (-3.2302, -1.5422, -1.9789)
H (-4.3731, -1.9839, -4.0840)
H (-7.9097, -0.4193, -2.6768)
H (-6.8922, 0.0323, -0.4447)
H (-2.2117, -2.9494, 0.9898)
H (-3.0368, -2.6613, -0.5208)
H (-5.0424, -3.0501, 1.0465)
H (-4.4365, -3.7549, 3.0096)
H (-2.9139, -4.4797, 2.3984)
H (-4.4658, -5.2958, 2.1180)
H (-5.2072, 3.0794, 1.7896)
C (-7.0044, -5.4262, -2.3069)
O (-7.9010, -5.2359, -3.3856)
C (-7.5213, -4.1960, -4.2843)
C (-7.0016, -4.7512, -5.5990)
N (-5.7034, -5.3971, -5.4334)
C (-5.2807, -6.2271, -6.5612)
C (-6.1793, -7.3850, -7.0062)
O (-6.2496, -8.4718, -6.1034)
C (-7.1060, -8.2817, -4.9921)
H (-7.5116, -6.0342, -1.5581)
H (-6.1030, -5.9643, -2.6189)
H (-6.7187, -4.4750, -1.8483)
H (-6.8101, -3.5095, -3.8289)
H (-8.4320, -3.6286, -4.4964)
H (-6.9033, -3.9299, -6.3155)
H (-7.7599, -5.4469, -5.9776)
H (-5.7263, -5.9771, -4.6066)
H (-4.3153, -6.6595, -6.2847)
H (-5.1009, -5.5753, -7.4225)
H (-5.7384, -7.7903, -7.9209)
H (-7.1841, -7.0467, -7.2864)
H (-7.9950, -7.7008, -5.2483)
H (-6.5682, -7.8087, -4.1672)
H (-7.4252, -9.2650, -4.6451)
C (-0.7155, 6.4147, -7.4781)
O (-0.6455, 5.0555, -7.8643)
C (0.6687, 4.5900, -8.1509)
C (1.1963, 3.6796, -7.0551)
N (1.4776, 4.4193, -5.8303)
C (1.6816, 3.5891, -4.6432)
C (0.5692, 2.6300, -4.2095)
O (-0.5941, 3.2529, -3.6974)
C (-1.4719, 3.7781, -4.6762)
H (-1.7575, 6.7250, -7.5482)
H (-0.3930, 6.5584, -6.4415)
H (-0.1176, 7.0504, -8.1365)
H (1.3551, 5.4177, -8.3528)
H (0.5898, 3.9989, -9.0677)
H (2.1177, 3.2034, -7.4042)
H (0.4450, 2.8966, -6.8986)
H (0.7131, 5.0526, -5.6438)
H (1.8548, 4.2758, -3.8095)
H (2.6038, 3.0143, -4.7768)
H (0.9732, 2.0355, -3.3849)
H (0.3104, 1.9093, -4.9946)
H (-1.5078, 3.1608, -5.5768)
H (-1.1968, 4.8050, -4.9289)
H (-2.4719, 3.8139, -4.2422)
C (6.9268, 2.3819, 7.8950)
O (5.5151, 2.2927, 7.8785)
C (4.8448, 3.4377, 8.3938)
C (4.2028, 4.2605, 7.2899)
N (5.2030, 4.9321, 6.4677)
C (4.6963, 5.4776, 5.2087)
C (4.0186, 4.5316, 4.2138)
O (4.8817, 3.6052, 3.5812)
C (5.2342, 2.4748, 4.3562)
H (7.3232, 1.3789, 7.7406)
H (7.3020, 3.0176, 7.0862)
H (7.2941, 2.7580, 8.8537)
H (5.5066, 4.0462, 9.0174)
H (4.0452, 3.0593, 9.0370)
H (3.5501, 5.0128, 7.7436)
H (3.5792, 3.5773, 6.7014)
H (5.9456, 4.2819, 6.2530)
H (5.5532, 5.9222, 4.6955)
H (4.0052, 6.2957, 5.4388)
H (3.6175, 5.1554, 3.4099)
H (3.1518, 4.0209, 4.6506)
H (4.4134, 2.1364, 4.9935)
H (6.1228, 2.6814, 4.9582)
H (5.4919, 1.6669, 3.6693)
C (4.7289, -7.3160, -0.7468)
O (4.7178, -8.0278, 0.4760)
C (5.9876, -8.1322, 1.1103)
C (6.0839, -7.2328, 2.3308)
N (6.1291, -5.8237, 1.9583)
C (5.9025, -4.8880, 3.0598)
C (4.5978, -4.9842, 3.8571)
O (3.4336, -4.5941, 3.1531)
C (2.9222, -5.5646, 2.2562)
H (3.7922, -7.5280, -1.2611)
H (4.7842, -6.2344, -0.5854)
H (5.5570, -7.6311, -1.3872)
H (6.8061, -7.9481, 0.4080)
H (6.0746, -9.1680, 1.4504)
H (6.9933, -7.4849, 2.8851)
H (5.2212, -7.4618, 2.9672)
H (5.4333, -5.6474, 1.2475)
H (5.9402, -3.8846, 2.6276)
H (6.7428, -4.9642, 3.7574)
H (4.6876, -4.2817, 4.6902)
H (4.4620, -5.9712, 4.3156)
H (3.0472, -6.5836, 2.6294)
H (3.3891, -5.4566, 1.2742)
H (1.8563, -5.3741, 2.1256)

HOMO-LUMO gap in Ha: 0.3003
Lowest unoccupied orbital energy in eV: 0.1
Energy in eV: -112482.1176
Net charge: 0

---

Record 2
Computed, not measured: one molecule with the formula C3H5N3O at a distorted geometry, with the ωB97M-V functional and the def2-TZVPD basis.

Positions of all 12 atoms, in Å:
C (1.6177, -0.7764, 1.1352)
O (1.5817, 0.3584, 0.0974)
C (0.3436, 0.6321, -0.2858)
N (-0.4225, -0.6293, -0.4125)
C (-1.5999, -0.1197, -0.6587)
N (-1.5401, 1.2553, -0.7686)
N (-0.3201, 1.7421, -0.6401)
H (0.8207, -0.7993, 1.9213)
H (1.5632, -1.8199, 0.6412)
H (2.5382, -0.8633, 1.6122)
H (-2.3602, -0.6270, -1.1652)
H (-2.2222, 1.6470, -1.4765)

HOMO-LUMO gap in Ha: 0.3667
Lowest unoccupied orbital energy in eV: 0.9
Energy in eV: -9707.4756
Net charge: 0
Relative energy (zero: lowest compared OMol25 entry of this formula, charge and spin) in kcal per mole: 71.7

---

Record 3
Computed, not measured: C4H24O10Sr as an isolated structure at a distorted geometry, with the ωB97M-V functional and the def2-TZVPD basis.

Positions of all 39 atoms, in Å:
Sr (0.1711, -0.4616, 0.2071)
O (-0.1374, -2.6135, 1.1901)
H (-0.0580, -2.8898, 2.1031)
H (-0.1109, -3.4289, 0.6895)
O (1.0147, 1.8663, 1.0633)
H (1.2328, 2.1243, 1.9588)
H (0.7728, 2.6848, 0.6299)
O (-0.7333, -1.9715, -1.4907)
H (-0.0391, -2.5632, -1.7809)
H (-1.5342, -2.3402, -1.8634)
O (2.3018, -1.3150, -0.6757)
H (2.4623, -1.0963, -1.5936)
H (2.9486, -1.9911, -0.4735)
O (1.6482, -0.8075, 2.1874)
H (2.4999, -1.0353, 1.8148)
H (1.5214, -1.4360, 2.8982)
O (-2.0401, 0.8701, -0.8827)
H (-2.4402, 1.7135, -1.0944)
H (-2.7645, 0.2454, -0.9172)
C (-3.0027, 1.0908, 3.4402)
C (-1.8897, 1.1410, 2.4782)
O (-1.8752, -0.1432, 1.9048)
O (-2.6351, 0.1889, 4.4283)
H (-3.9435, 0.7321, 3.0228)
H (-3.1642, 2.0597, 3.9125)
H (-0.9140, 1.4635, 2.8415)
H (-1.9911, 1.9132, 1.7157)
H (-2.1014, -0.6947, 2.6573)
H (-3.0665, -0.6624, 4.3242)
C (2.1902, 0.0302, -3.8842)
C (1.3191, 1.2131, -3.5415)
O (0.6364, 1.0013, -2.2733)
O (3.2566, 0.0359, -2.9598)
H (2.7541, 0.1319, -4.8115)
H (1.6877, -0.9347, -3.8182)
H (0.5701, 1.3736, -4.3169)
H (1.7865, 2.1965, -3.5921)
H (-0.1636, 1.5265, -2.3493)
H (3.8305, 0.7819, -3.1488)

HOMO-LUMO gap in Ha: 0.3757
Lowest unoccupied orbital energy in eV: -5.9
Energy in eV: -25837.0126
Net charge: +2
Relative energy (zero: lowest compared OMol25 entry of this formula, charge and spin) in kcal per mole: 32.0